Entry from the OMol25 dataset: C25H33O2Pd as an isolated structure at a distorted geometry (wB97M-V/def2-TZVPD).

Total charge = -1
Multiplicity = 3
E = -1250.55874 Ha
HOMO energy (spin up / spin down) = -2.4 / -2.5 eV
LUMO (spin up / spin down) = 2.48 / 2.48 eV
Frontier orbital gap (spin up / spin down) = 4.863 / 4.965 eV
<S²> = 2.02

Geometry (Å):
O 0.4734 1.0643 -3.5192
C 1.6470 0.4904 -4.1917
C 1.2727 0.9589 -5.5817
H 1.6039 -0.5966 -4.1359
H 2.5786 0.8825 -3.7682
C -0.0034 1.4441 -4.8509
H 1.1278 0.1441 -6.2928
H 1.8991 1.7706 -5.9441
C -1.2341 0.6366 -5.2384
H -1.0723 -0.4372 -5.0719
H -1.4659 0.7974 -6.3019
H -2.0953 0.9595 -4.6385
C -0.1980 2.9319 -4.9916
H 0.7204 3.4365 -4.7028
H -1.0303 3.2575 -4.3699
H -0.4108 3.1701 -6.0355
Pd -0.6887 0.3637 2.1168
C -0.7184 2.1179 3.8636
C 0.4026 1.3184 4.1967
C 1.2824 1.2876 3.0828
H 0.5655 0.8300 5.1532
C 0.7443 2.1480 2.0666
C -0.5186 2.6316 2.5369
H -1.1841 3.2987 1.9900
H -1.5684 2.3128 4.5090
H 2.2158 0.7344 3.0162
H 1.2179 2.4188 1.1190
C -2.8744 -0.2471 3.0230
C -2.9397 1.0474 2.4304
C -2.6215 0.9197 1.0384
H -3.2371 1.9546 2.9456
C -2.3770 -0.4642 0.7784
C -2.5423 -1.1803 2.0021
H -2.4583 -2.2644 2.1158
H -3.0953 -0.4834 4.0593
H -2.6435 1.7190 0.2999
H -2.1869 -0.9078 -0.1956
O 0.4867 -1.4454 -2.3966
C 0.0577 -0.4966 -1.3845
C 1.3077 0.1972 -0.8569
H -0.4033 -1.0776 -0.5787
H -0.6951 0.1784 -1.8011
C 2.3334 -0.9341 -0.8928
H 1.1689 0.6515 0.1255
H 1.5946 0.9577 -1.5868
C 1.8097 -1.8710 -1.9917
H 2.3372 -1.4763 0.0724
H 3.3429 -0.5772 -1.1011
H 1.7503 -2.9033 -1.6081
H 2.5009 -1.8315 -2.8525
C 0.6499 -3.6995 4.5948
C -0.1547 -2.7500 5.2322
C -0.5220 -1.5714 4.5506
C -0.0823 -1.3986 3.2556
C 0.7238 -2.2984 2.6044
C 1.1003 -3.4753 3.2869
H 0.9489 -4.6083 5.1261
H -0.4978 -2.9080 6.2598
H -1.1376 -0.8263 5.0552
H 1.0494 -2.0998 1.5841
H 1.7434 -4.2024 2.7897

These are the natural (NBO) partial charges, in e, on atoms 1 to 6: number 1, O, carries -0.55; number 2, C, carries -0.07; number 3, C, carries -0.47; number 4, H, carries 0.20; number 5, H, carries 0.18; number 6, C, carries 0.28



Entry from the OMol25 dataset: C25H33O2Sm as an isolated structure at a distorted geometry (wB97M-V/def2-TZVPD).

Multiplicity = 6
E = -1780.72761 Ha
HOMO energy (spin up / spin down) = -6.9 / -6.9 eV
Relative energy (zero: lowest compared OMol25 entry of this formula, charge and spin) = 0.00 kcal per mole
LUMO (spin up / spin down) = 0.24 / 0.24 eV
Frontier orbital gap (spin up / spin down) = 7.185 / 7.149 eV
<S²> = 8.77

Geometry (Å):
O -0.8385 -3.6334 -0.5235
C -0.4317 -4.6872 0.4532
C -0.8764 -5.8162 -0.4431
H -1.0110 -4.5631 1.3774
H 0.6532 -4.7130 0.6480
C -1.2911 -4.6917 -1.4212
H -1.6820 -6.3934 0.0050
H -0.0544 -6.4452 -0.7715
C -2.7994 -4.7213 -1.5995
H -3.3244 -4.5737 -0.6441
H -3.1040 -5.7065 -1.9823
H -3.1198 -3.9866 -2.3447
C -0.5056 -4.6972 -2.7199
H 0.5651 -4.5269 -2.5304
H -0.9231 -3.9362 -3.3911
H -0.6073 -5.6710 -3.2196
Sm 0.2344 1.7432 -0.3761
C 2.1304 3.2282 -1.3481
C 2.6192 3.0090 -0.0302
C 2.9233 1.6254 0.1178
H 2.7893 3.7745 0.7289
C 2.7374 1.0072 -1.1680
C 2.1883 1.9832 -2.0540
H 1.9406 1.8104 -3.1011
H 1.8156 4.1859 -1.7589
H 3.2819 1.1499 1.0355
H 3.0586 0.0048 -1.4615
C -1.1542 3.6680 -1.2588
C -0.8705 2.8422 -2.3864
C -1.5583 1.5890 -2.1997
H -0.3166 3.1535 -3.2732
C -2.2912 1.6743 -0.9634
C -2.0481 2.9542 -0.3918
H -2.4737 3.3495 0.5316
H -0.7663 4.6670 -1.0779
H -1.5775 0.7615 -2.9084
H -2.9623 0.9187 -0.5605
O -0.4826 -0.4807 0.7706
C 0.1814 -1.1162 -0.3809
C 1.4947 -1.6610 0.1240
H 0.2488 -0.4868 -1.3128
H -0.4899 -1.9538 -0.6152
C 1.1281 -2.0699 1.5535
H 2.2661 -0.8818 0.1374
H 1.9096 -2.4543 -0.5033
C 0.1578 -0.9802 2.0057
H 1.9952 -2.1380 2.2039
H 0.6105 -3.0431 1.5001
H 0.7244 -0.1438 2.4469
H -0.6527 -1.2903 2.6886
C 0.0148 5.1340 3.8663
C 0.2807 5.6258 2.5863
C 0.3154 4.7361 1.4836
C 0.0545 3.4030 1.6948
C -0.1905 2.8810 2.9387
C -0.2209 3.7690 4.0458
H 0.0019 5.8141 4.7239
H 0.4818 6.6854 2.4222
H 0.5779 5.1310 0.5009
H -0.3408 1.8089 3.0872
H -0.4161 3.3746 5.0437

These are the natural (NBO) partial charges, in e, on atoms 1 to 6: number 1, O, carries -0.58; number 2, C, carries -0.07; number 3, C, carries -0.46; number 4, H, carries 0.19; number 5, H, carries 0.18; number 6, C, carries 0.28